1.
This record from OMol25 describes 2 unconnected molecules or ions with the total composition H6N4O in a non-equilibrium geometry. The level of theory is ωB97M-V with the def2-TZVPD basis set.

XYZ file:
```
11
Properties=species:S:1:pos:R:3:forces:R:3
N -0.448 -0.030 1.048 -0.80 1.16 0.93
O -0.569 0.783 2.205 0.60 -0.63 -0.18
H -0.298 1.661 1.913 -0.16 -0.10 -0.12
H -0.517 -0.969 1.448 -0.09 0.00 0.09
H -1.222 -0.265 -0.559 0.40 -0.46 -0.52
N 1.181 0.453 -1.153 -0.31 -0.64 -0.11
N 0.666 -0.708 -0.697 1.04 -0.08 -0.40
N -0.579 -0.889 -1.153 -0.76 0.25 0.08
H 0.517 1.214 -1.287 0.42 0.01 0.14
H 2.106 0.606 -0.778 -0.37 0.40 0.06
H -0.836 -1.857 -0.989 0.03 0.08 0.03
```
Positions in Å, forces in eV/Å.

Summary:
- Calculated total energy: -8099.385 eV
- Gap between HOMO and LUMO (alpha / beta): 9.3 / 7.7 eV
- Energy above the lowest of the compared OMol25 structures with the same formula, charge and spin: 2.549 eV
- E_HOMO (alpha / beta): -8.49 / -7.23 eV
- Lowest unoccupied orbital energy (alpha / beta): 0.80 / 0.48 eV

***

2.
This record from OMol25 describes 2 unconnected molecules or ions with the total composition C33H40N2O3 in a non-equilibrium geometry. The level of theory is ωB97M-V with the def2-TZVPD basis set.

XYZ file:
```
78
Properties=species:S:1:pos:R:3:forces:R:3
C 3.665 -1.077 3.080 0.14 -0.14 0.07
C 2.822 0.099 2.662 -0.53 -0.26 0.32
O 1.464 -0.212 3.020 2.05 -0.09 -0.38
C 0.597 0.791 2.717 -3.19 -0.27 0.68
C -0.734 0.438 3.237 0.85 1.68 -0.75
C -1.799 1.396 3.071 0.67 -1.75 0.43
O -1.677 2.456 2.466 -0.66 0.92 -0.36
C -3.178 0.989 3.667 0.26 0.74 -0.10
C -4.016 0.103 2.750 -0.22 -0.29 0.20
C -3.693 -1.396 2.704 0.05 -0.04 -0.47
C -2.353 -1.783 2.041 -0.06 -0.33 0.12
C -1.219 -2.059 3.028 0.12 0.35 0.26
C -0.904 -0.855 3.954 0.09 -0.47 -0.05
O 0.959 1.779 2.092 0.65 0.15 -0.38
H 4.696 -0.898 2.776 0.14 -0.09 0.02
H 3.645 -1.209 4.165 -0.02 0.01 -0.11
H 3.317 -2.005 2.616 0.01 0.11 0.02
H 3.135 1.014 3.188 -0.08 -0.18 -0.34
H 2.886 0.261 1.575 0.00 0.08 0.29
H -3.061 0.531 4.658 -0.13 0.09 -0.22
H -3.741 1.923 3.796 0.24 -0.08 0.04
H -5.052 0.181 3.107 0.00 0.03 -0.19
H -3.996 0.511 1.729 0.02 -0.04 0.16
H -3.758 -1.834 3.712 0.05 0.11 -0.15
H -4.491 -1.865 2.107 0.07 0.07 0.25
H -2.519 -2.702 1.457 0.08 0.18 0.02
H -2.039 -1.002 1.334 -0.10 -0.09 0.16
H -1.485 -2.905 3.679 0.04 -0.08 -0.25
H -0.305 -2.321 2.471 -0.20 0.00 0.14
H 0.037 -1.076 4.478 -0.45 -0.12 0.16
H -1.712 -0.775 4.694 0.33 -0.12 -0.07
C -0.059 4.411 -2.017 -0.25 0.47 0.29
N 0.587 3.121 -2.175 1.51 -0.64 1.60
C 1.505 2.584 -1.323 -1.40 0.26 -1.15
C 1.981 1.354 -1.859 0.17 -0.60 -0.07
C 2.929 0.546 -1.245 0.14 0.95 -0.46
C 3.377 -0.724 -1.750 -0.03 -0.98 0.33
C 2.435 -1.722 -2.093 0.41 0.25 -0.44
C 2.814 -2.907 -2.699 0.49 0.51 0.45
C 4.196 -3.193 -2.898 -0.25 0.61 0.07
N 4.575 -4.362 -3.494 0.04 -0.03 -0.14
C 3.619 -5.438 -3.667 -0.21 -0.14 0.11
C 2.270 -4.909 -4.111 -0.06 0.10 -0.09
C 1.758 -3.867 -3.126 -0.64 -0.47 0.09
C 5.958 -4.788 -3.456 0.25 -0.02 0.15
C 6.897 -3.623 -3.700 -0.04 0.12 -0.12
C 6.623 -2.495 -2.709 0.69 0.01 0.25
C 5.167 -2.230 -2.489 -0.73 -0.07 0.11
C 4.751 -1.062 -1.875 -0.36 0.32 0.03
C 1.302 1.196 -3.160 -0.50 0.41 -0.18
C 1.412 0.321 -4.237 -0.38 -0.18 -0.35
C 0.526 0.450 -5.323 0.25 0.29 0.30
C -0.379 1.524 -5.400 0.15 0.10 0.49
C -0.427 2.487 -4.380 0.17 -0.33 -0.21
C 0.410 2.286 -3.288 0.45 -0.37 -0.12
H -0.747 4.545 -2.855 0.12 0.08 0.35
H -0.612 4.455 -1.068 0.13 -0.12 -0.29
H 0.681 5.225 -2.032 -0.19 -0.36 -0.05
H 1.744 3.014 -0.357 -0.14 0.07 -0.05
H 3.452 0.981 -0.390 -0.09 -0.07 -0.12
H 1.377 -1.562 -1.874 0.24 0.09 -0.22
H 4.033 -6.124 -4.414 -0.10 0.07 0.14
H 3.500 -5.997 -2.722 0.06 0.03 -0.16
H 2.357 -4.460 -5.108 0.06 -0.11 0.10
H 1.561 -5.736 -4.175 0.04 0.04 -0.09
H 1.335 -4.366 -2.238 0.10 0.07 -0.20
H 0.931 -3.308 -3.583 0.09 -0.11 0.12
H 6.193 -5.249 -2.479 -0.06 0.03 -0.17
H 6.083 -5.559 -4.224 0.05 0.13 0.15
H 7.926 -3.968 -3.591 -0.03 0.05 -0.08
H 6.776 -3.254 -4.725 -0.04 -0.11 0.11
H 7.096 -2.744 -1.747 -0.10 0.06 -0.16
H 7.108 -1.577 -3.062 -0.05 -0.13 0.11
H 5.509 -0.350 -1.527 -0.26 -0.21 -0.22
H 2.176 -0.450 -4.226 -0.31 -0.03 -0.06
H 0.549 -0.290 -6.128 0.09 0.34 0.26
H -1.035 1.624 -6.264 0.16 -0.06 0.24
H -1.078 3.362 -4.424 0.15 -0.43 -0.17
```
Positions in Å, forces in eV/Å.

Summary:
- Calculated total energy: -43991.076 eV
- Gap between HOMO and LUMO: 2.9 eV
- Energy above the lowest of the compared OMol25 structures with the same formula, charge and spin: 4.164 eV
- E_HOMO: -5.08 eV
- Lowest unoccupied orbital energy: -2.15 eV

***

3.
This record from OMol25 describes 2 unconnected molecules or ions with the total composition C3H9F2N2O in a non-equilibrium geometry. The level of theory is ωB97M-V with the def2-TZVPD basis set.

XYZ file:
```
17
Properties=species:S:1:pos:R:3:forces:R:3
C 0.260 1.555 -0.754 -0.63 1.54 -1.60
C 0.169 -1.364 0.910 0.99 1.37 1.42
C -1.182 -0.050 -1.630 -0.14 -2.53 -0.14
N -0.689 0.485 -0.434 -0.73 1.71 -0.65
N 1.413 -1.292 0.493 0.21 0.11 0.85
O -0.143 -0.932 2.114 0.34 -0.71 0.74
F -1.448 0.811 -2.637 0.34 -0.60 0.65
F -0.091 -0.863 -1.967 0.04 -0.17 -1.53
H 1.045 1.213 -1.404 0.63 -0.54 0.32
H -0.082 2.464 -1.339 -0.66 -1.26 0.42
H 0.565 2.032 0.118 1.13 0.27 1.77
H -0.680 -1.771 0.315 1.22 0.14 0.61
H -2.004 -0.817 -1.519 0.33 1.36 -0.05
H -1.456 0.825 0.102 -0.66 0.61 0.66
H 2.229 -0.852 1.068 -2.18 -1.14 -1.64
H 1.473 -1.489 -0.497 0.83 0.01 -0.07
H 0.577 -0.819 2.820 -1.06 -0.16 -1.76
```
Positions in Å, forces in eV/Å.

Summary:
- Calculated total energy: -13711.927 eV
- Gap between HOMO and LUMO: 10.6 eV
- Energy above the lowest of the compared OMol25 structures with the same formula, charge and spin: 1.714 eV
- E_HOMO: -14.59 eV
- Lowest unoccupied orbital energy: -3.95 eV
- Net charge: +1